Entry 1:
Computed, not measured: a molecular structure, C32H26BClLiN2O2PSe, with wB97M-V/def2-TZVPD.

```
67
Properties=species:S:1:pos:R:3
Li 1.2647 -0.4789 0.4781
Cl -0.2358 -1.0662 2.4230
C -0.7938 -2.7275 2.3361
C -0.6538 -3.4996 3.4732
C -1.1040 -4.8125 3.4440
C -1.6742 -5.3196 2.2880
C -1.7921 -4.5220 1.1573
C -1.3528 -3.1984 1.1514
P -1.4955 -2.0770 -0.3097
C 0.2101 -2.2245 -0.9826
C 1.1622 -3.1387 -0.5254
C 2.3921 -3.2569 -1.1631
C 2.6794 -2.4728 -2.2684
C 1.7484 -1.5488 -2.7229
C 0.5258 -1.4177 -2.0812
C -2.3988 -3.1752 -1.4667
C -3.7929 -3.1467 -1.3890
C -4.5654 -3.9554 -2.2070
C -3.9538 -4.7902 -3.1329
C -2.5713 -4.8123 -3.2321
C -1.7953 -4.0124 -2.4017
H -0.2039 -3.0795 4.3616
H -1.0063 -5.4294 4.3276
H -2.0249 -6.3430 2.2596
H -2.2312 -4.9350 0.2586
H 0.9407 -3.7728 0.3240
H 3.1277 -3.9540 -0.7846
H 3.6428 -2.5525 -2.7568
H 1.9839 -0.9126 -3.5664
H -0.1894 -0.6807 -2.4299
H -4.2763 -2.4818 -0.6813
H -5.6449 -3.9253 -2.1310
H -4.5552 -5.4154 -3.7804
H -2.0877 -5.4552 -3.9567
H -0.7168 -4.0465 -2.4878
O 4.6327 -0.8726 -0.0526
B 3.4238 -0.1162 -0.1040
O 3.6797 0.8885 -1.1326
C 4.9352 0.6919 -1.6340
C 5.6017 1.3798 -2.6263
C 6.8895 0.9452 -2.9398
C 7.4653 -0.1334 -2.2812
C 6.7809 -0.8228 -1.2810
C 5.5087 -0.3849 -0.9738
H 5.1411 2.2128 -3.1428
H 7.4473 1.4564 -3.7141
H 8.4660 -0.4467 -2.5498
H 7.2232 -1.6620 -0.7611
C -0.7318 4.6288 1.1456
N 0.5093 4.2050 0.5353
C 0.7785 2.9713 0.0475
Se -0.3902 1.5323 -0.0117
N 2.0238 2.9964 -0.4580
C 2.5883 4.2484 -0.2725
C 3.8310 4.7679 -0.6030
C 4.0599 6.0958 -0.2815
C 3.0849 6.8759 0.3417
C 1.8425 6.3571 0.6704
C 1.6171 5.0257 0.3517
H -1.4165 3.7855 1.1387
H -1.1597 5.4547 0.5772
H -0.5506 4.9474 2.1724
H 2.5170 2.1631 -0.7878
H 4.5879 4.1595 -1.0801
H 5.0181 6.5397 -0.5173
H 3.3055 7.9092 0.5748
H 1.0879 6.9633 1.1536
```

Relative energy (zero: lowest compared OMol25 entry of this formula, charge and spin): 0.0 kcal/mol
Charge: 0
HOMO-LUMO gap: 7.497 eV
Electronic energy: -4730.496508 Eh
Lowest unoccupied orbital energy: 0.61 eV



Entry 2:
Computed, not measured: a gas-phase ion, C11H24NO2 (charge +1) at a distorted geometry, with wB97M-V/def2-TZVPD.

```
38
Properties=species:S:1:pos:R:3
O -0.5929 1.9495 -0.9362
O 0.5640 -0.4628 -0.4799
C 2.6221 0.5544 -1.4097
C 0.9595 -0.7404 -2.8091
C 1.1107 2.7972 -2.4146
C 1.1305 0.2630 -1.6412
C 0.0084 1.8142 0.3398
C -2.7373 -1.7208 1.9312
C -0.8619 -0.9725 3.2829
C -0.4831 -2.3962 1.3499
C -1.2929 -0.1394 1.0325
C 0.2922 1.5587 -1.9773
C 0.1074 0.3113 0.6767
N -1.3123 -1.3042 1.9239
H 2.7944 1.3187 -0.6637
H 3.0584 -0.3721 -1.0976
H 3.0774 0.9394 -2.3354
H 1.5003 -0.4488 -3.6970
H 1.2913 -1.7514 -2.4739
H -0.0937 -0.7844 -3.1214
H 1.7180 3.1871 -1.5795
H 0.4197 3.5999 -2.6406
H 1.7399 2.5900 -3.2862
H -0.6402 2.3724 1.0501
H 1.0023 2.2799 0.4039
H -3.4560 -0.9207 2.1289
H -2.9210 -2.4918 2.6929
H -2.9738 -2.1425 0.9632
H 0.1302 -0.5411 3.3017
H -0.8081 -1.8863 3.9326
H -1.5093 -0.2367 3.7876
H -0.8100 -2.6826 0.3466
H -0.4992 -3.2604 2.0129
H 0.5653 -2.0913 1.2612
H -1.8339 0.7117 1.4346
H -1.8017 -0.3915 0.0471
H -0.3225 1.2766 -2.8103
H 0.8577 0.2141 1.4732
```

Relative energy (zero: lowest compared OMol25 entry of this formula, charge and spin): 10.1 kcal/mol
Charge: +1
SMILES: C[C@@H]1OC[C@@H](C[N+](C)(C)C)OC1(C)C
HOMO-LUMO gap: 10.253 eV
Electronic energy: -638.485646 Eh
Lowest unoccupied orbital energy: -2.51 eV



Entry 3:
Computed, not measured: 2 unconnected molecules or ions with the total composition C7H16N2 at a distorted geometry, with wB97M-V/def2-TZVPD.

```
25
Properties=species:S:1:pos:R:3
C 1.3892 -0.8956 0.6881
C 2.3627 -1.1291 1.8420
C 0.2920 0.0847 1.0544
N -0.8172 -0.5055 1.6722
N 0.6528 1.3047 1.2687
H -1.4835 0.1419 2.0634
H -0.9603 -1.4911 1.5370
H -0.1086 1.9080 1.5738
H 1.9443 -0.4844 -0.1564
H 0.9474 -1.8504 0.3847
H 2.7621 -0.1759 2.1755
H 1.8670 -1.6083 2.6844
H 3.1913 -1.7581 1.5218
C 0.1252 1.3362 -1.9073
C -1.3175 -0.7979 -1.7262
C -0.9595 0.5995 -1.1801
C -2.0717 1.2127 -0.7549
H 0.6660 0.6964 -2.5984
H 0.8448 1.7090 -1.1869
H -0.2738 2.2080 -2.4400
H -2.1760 -1.2495 -1.2407
H -1.4277 -0.8086 -2.8113
H -0.4522 -1.4206 -1.4910
H -2.1342 2.2890 -0.7289
H -2.8627 0.6850 -0.2439
```

Relative energy (zero: lowest compared OMol25 entry of this formula, charge and spin): 50.8 kcal/mol
Charge: 0
SMILES: [H]/N=C(\N)CC.C=C(C)C
HOMO-LUMO gap: 9.622 eV
Electronic energy: -385.759600 Eh
Lowest unoccupied orbital energy: 0.86 eV



Entry 4:
Computed, not measured: 5 unconnected molecules or ions with the total composition C2H16N2O4 at a distorted geometry, with wB97M-V/def2-TZVPD.

```
24
Properties=species:S:1:pos:R:3
C 1.1659 1.0395 -0.3426
C 2.1280 0.6740 0.8084
N 2.1178 -0.8120 0.8565
N 1.7852 0.5410 -1.5374
H 0.2456 0.4948 -0.1815
H 1.0575 2.0733 -0.5094
H 3.1516 1.0615 0.6252
H 1.7499 1.1765 1.7208
H 2.6209 -1.1598 1.7539
H 2.6449 -1.0968 0.0123
H 1.0672 0.0119 -2.1075
H 2.6338 1.0031 -1.9728
H -2.0305 -1.0644 -2.2199
H -1.9611 0.2027 -1.4382
O -1.3725 -0.3370 -2.0202
H -2.9575 -0.5305 2.0223
H -1.5130 -0.4555 1.6428
O -2.2422 0.0938 1.9270
H -3.9442 1.0389 -0.3338
H -2.7240 0.6147 0.4899
O -3.1242 0.6010 -0.3580
H 0.4975 -1.4767 0.7849
H -0.6882 -1.7152 -0.2508
O -0.3084 -1.9787 0.6282
```

Relative energy (zero: lowest compared OMol25 entry of this formula, charge and spin): 33.5 kcal/mol
Charge: 0
SMILES: NCCN.O.O.O.O
HOMO-LUMO gap: 9.173 eV
Electronic energy: -496.243757 Eh
Lowest unoccupied orbital energy: 0.65 eV



Entry 5:
Computed, not measured: 4 unconnected molecules or ions with the total composition CH12N2O3 at a distorted geometry, with wB97M-V/def2-TZVPD.

```
18
Properties=species:S:1:pos:R:3
N 1.0990 0.1240 -0.4320
C 0.4537 1.4546 -0.2618
N -0.9336 1.5031 0.1255
H 0.9343 -0.2657 -1.3229
H 2.0776 0.3750 -0.5836
H 1.0430 2.0605 0.4933
H 0.6634 2.0344 -1.3037
H -1.2828 2.4555 0.3462
H -1.1108 1.0012 0.9570
H -1.0329 -1.0619 1.9809
H -0.7472 -0.2306 3.2091
O -1.4486 -0.4410 2.5939
H 1.1677 -0.5184 1.3501
H 2.0229 -1.3811 2.2512
O 1.2505 -0.8256 2.2765
H -1.7864 -2.0827 -3.2107
H -1.0141 -2.4785 -4.4750
O -1.3559 -1.7228 -3.9939
```

Relative energy (zero: lowest compared OMol25 entry of this formula, charge and spin): 20.3 kcal/mol
Charge: 0
SMILES: NCN.O.O.O
HOMO-LUMO gap: 9.773 eV
Electronic energy: -380.498068 Eh
Lowest unoccupied orbital energy: 0.67 eV



Entry 6:
Computed, not measured: a molecular structure, IO2V2 at a distorted geometry, with wB97M-V/def2-TZVPD.

```
5
Properties=species:S:1:pos:R:3
O -0.1098 -2.9696 -0.0998
V 1.2634 -2.4223 -0.2317
O -1.6252 2.1424 -0.3121
V -0.3275 2.9578 -0.0991
I 0.7990 0.2918 0.7426
```

Relative energy (zero: lowest compared OMol25 entry of this formula, charge and spin): 0.0 kcal/mol
Charge: +3
<S²>: 6.08
HOMO-LUMO gap (alpha / beta): 4.554 / 6.927 eV
Electronic energy: -2334.711162 Eh
Lowest unoccupied orbital energy (alpha / beta): -17.55 / -17.72 eV
Multiplicity: 5